Record 1
Molecular formula: C22H57N10O6
Method: DFT, wB97M-V/def2-TZVPD

```
! RIJCOSX wB97M-V def2-TZVPD def2/J DEFGRID3
* xyz 1 1
N -2.37 -1.51 -2.71
C -2.67 -2.89 -2.46
N -3.80 -2.91 -1.49
N -3.10 -3.60 -3.66
C -1.46 -3.69 -1.86
N -0.48 -2.82 -1.19
C 0.69 -2.55 -1.74
N 1.19 -3.00 -2.88
C 2.41 -2.47 -3.00
N 2.62 -1.69 -1.95
N 1.56 -1.73 -1.13
H -1.39 -1.34 -2.91
H -2.87 -1.16 -3.53
H -3.83 -3.80 -1.00
H -3.57 -2.20 -0.79
H -3.55 -2.97 -4.32
H -3.70 -4.38 -3.41
H -1.02 -4.28 -2.66
H -1.79 -4.41 -1.11
H -0.69 -2.37 -0.30
H 3.04 -2.70 -3.84
H 3.47 -1.16 -1.83
H 1.48 -1.21 -0.26
C -2.62 4.07 0.25
O -1.32 3.90 -0.29
C -0.28 4.50 0.47
C 0.56 3.45 1.17
N -0.18 2.80 2.25
C 0.45 1.59 2.77
C 0.69 0.43 1.80
O -0.50 -0.22 1.35
C -1.18 0.43 0.28
H -3.35 3.79 -0.51
H -2.78 3.44 1.13
H -2.80 5.12 0.52
H -0.67 5.23 1.18
H 0.36 5.03 -0.24
H 1.46 3.92 1.58
H 0.88 2.72 0.40
H -1.10 2.56 1.92
H -0.19 1.22 3.57
H 1.41 1.86 3.23
H 1.24 -0.34 2.35
H 1.32 0.71 0.95
H -0.48 0.93 -0.41
H -1.90 1.15 0.66
H -1.73 -0.33 -0.27
C 1.73 0.91 -3.77
O 3.09 1.00 -3.38
C 3.98 0.22 -4.17
C 4.83 1.08 -5.09
N 4.02 1.65 -6.16
C 4.69 2.72 -6.92
C 5.15 3.97 -6.16
O 4.10 4.79 -5.68
C 3.51 4.38 -4.47
H 1.13 1.35 -2.97
H 1.53 1.46 -4.69
H 1.42 -0.14 -3.89
H 3.45 -0.55 -4.73
H 4.66 -0.29 -3.46
H 5.62 0.47 -5.53
H 5.30 1.86 -4.47
H 3.17 2.03 -5.77
H 3.99 3.04 -7.69
H 5.55 2.29 -7.44
H 5.69 4.59 -6.88
H 5.86 3.75 -5.36
H 4.24 3.91 -3.79
H 2.68 3.69 -4.66
H 3.10 5.26 -3.98
C -2.56 -0.71 3.61
O -2.93 -2.05 3.89
C -1.83 -2.91 4.12
C -1.71 -3.30 5.59
N -1.29 -2.17 6.40
C -1.44 -2.37 7.85
C -2.83 -2.65 8.40
O -3.73 -1.56 8.34
C -4.36 -1.37 7.08
H -3.45 -0.19 3.23
H -2.23 -0.19 4.51
H -1.78 -0.67 2.84
H -0.89 -2.48 3.75
H -2.02 -3.83 3.55
H -0.98 -4.11 5.69
H -2.69 -3.68 5.90
H -1.83 -1.35 6.14
H -1.07 -1.46 8.32
H -0.76 -3.18 8.15
H -2.71 -2.86 9.47
H -3.29 -3.55 7.97
H -4.56 -2.31 6.57
H -3.76 -0.71 6.45
H -5.31 -0.86 7.26
*
```

E: -50913.6317 eV



Record 2
Molecular formula: C22H57N2O15S5
Method: DFT, wB97M-V/def2-TZVPD

```
! RIJCOSX wB97M-V def2-TZVPD def2/J DEFGRID3
* xyz 1 1
C -1.04 1.73 -3.81
N -1.61 2.30 -5.05
C -2.70 3.24 -4.80
C -3.97 2.80 -5.56
C -5.26 3.43 -5.06
C -5.81 2.75 -3.80
C -5.97 1.25 -4.07
C -4.60 0.66 -4.31
N -3.99 1.30 -5.52
H -0.17 1.13 -4.07
H -0.74 2.49 -3.09
H -1.77 1.08 -3.32
H -0.86 2.78 -5.53
H -2.46 4.25 -5.16
H -2.90 3.34 -3.73
H -3.83 3.05 -6.61
H -5.05 4.48 -4.85
H -6.02 3.42 -5.85
H -6.75 3.20 -3.50
H -5.10 2.88 -2.99
H -6.58 1.10 -4.97
H -6.46 0.73 -3.24
H -3.93 0.84 -3.47
H -4.62 -0.42 -4.49
H -4.49 0.95 -6.34
H -2.99 1.04 -5.62
O 2.75 0.12 -2.62
S 2.06 0.67 -1.48
O 1.57 2.01 -1.57
O 2.97 0.50 -0.20
C 4.35 0.94 -0.28
C 4.50 2.44 -0.18
C 0.75 -0.39 -0.99
H 4.79 0.54 -1.20
H 4.82 0.44 0.56
H 4.08 2.94 -1.06
H 5.55 2.69 -0.11
H 3.99 2.82 0.70
H 1.13 -1.40 -0.89
H -0.01 -0.34 -1.76
H 0.36 -0.04 -0.04
O 0.90 -1.37 2.43
S 0.52 -0.45 3.46
O 1.27 -0.40 4.67
O -1.02 -0.67 3.78
C -1.44 -2.03 4.09
C -1.05 -2.46 5.48
C 0.39 1.17 2.80
H -1.05 -2.69 3.32
H -2.53 -1.98 3.98
H 0.03 -2.57 5.58
H -1.51 -3.42 5.70
H -1.39 -1.73 6.22
H -0.21 1.15 1.90
H 1.41 1.50 2.59
H -0.06 1.81 3.56
O -2.43 -3.38 0.34
S -3.04 -2.49 -0.59
O -2.27 -1.37 -1.08
O -4.41 -1.96 -0.01
C -4.41 -1.50 1.37
C -3.76 -0.15 1.54
C -3.68 -3.39 -1.95
H -3.93 -2.27 1.98
H -5.47 -1.48 1.63
H -2.69 -0.20 1.35
H -3.90 0.19 2.57
H -4.21 0.58 0.87
H -4.28 -4.22 -1.57
H -2.83 -3.76 -2.51
H -4.28 -2.72 -2.57
O 7.95 -4.09 -3.37
S 6.94 -4.46 -4.31
O 6.87 -3.79 -5.56
O 5.53 -4.40 -3.58
C 5.23 -3.19 -2.84
C 4.87 -2.02 -3.72
C 6.97 -6.20 -4.58
H 6.08 -2.96 -2.19
H 4.40 -3.47 -2.20
H 5.73 -1.70 -4.32
H 4.53 -1.18 -3.11
H 4.07 -2.29 -4.41
H 7.00 -6.71 -3.62
H 7.88 -6.40 -5.15
H 6.10 -6.48 -5.16
O -0.10 1.98 7.73
S 0.81 2.70 8.57
O 1.38 3.92 8.08
O 1.97 1.72 9.04
C 2.66 0.97 8.01
C 3.69 1.80 7.27
C 0.09 2.98 10.14
H 1.92 0.54 7.33
H 3.13 0.15 8.55
H 3.21 2.58 6.68
H 4.26 1.15 6.61
H 4.37 2.28 7.97
H -0.31 2.04 10.52
H -0.70 3.71 10.00
H 0.86 3.38 10.81
*
```

E: -111600.0547 eV



no.,highest occupied orbital energy (eV)
1,-10.237
2,-11.847